Record 1
C4H12S | ωB97M-V/def2-TZVPD

Calculated values
net charge	0
relative energy (zero: lowest compared OMol25 entry of this formula, charge and spin)	15.6	kcal per mole
E_LUMO	0.0378	Eh
SMILES	CSC.CC
Kohn-Sham gap	9.424	eV

Last columns: bonded neighbours and bond lengths (Å).
CARTESIAN COORDINATES (ANGSTROEM)
1 C 1.277 1.817 -1.700  C2 1.531, H3 1.092, H4 1.087, H5 1.128
2 C 1.091 3.050 -0.811  C1 1.531, H6 1.077, H7 1.089, H8 1.133
3 H 2.117 1.236 -1.314  C1 1.092
4 H 0.333 1.303 -1.861  C1 1.087
5 H 1.549 2.232 -2.714  C1 1.128
6 H 2.055 3.421 -0.510  C2 1.077
7 H 0.638 3.887 -1.340  C2 1.089
8 H 0.387 2.793 0.038  C2 1.133
9 C 0.808 -1.158 0.437  S11 1.748, H12 1.104, H13 1.097, H14 1.086
10 C -1.865 -2.148 0.299  S11 1.842, H15 1.096, H16 1.086, H17 1.085
11 S -0.795 -0.862 1.070  C9 1.748, C10 1.842
12 H 1.416 -0.717 1.247  C9 1.104
13 H 1.227 -2.141 0.191  C9 1.097
14 H 1.038 -0.612 -0.473  C9 1.086
15 H -2.576 -1.598 -0.328  C10 1.096
16 H -2.414 -2.718 1.043  C10 1.086
17 H -1.267 -2.693 -0.424  C10 1.085

***

Record 2
C7H8N2O2 | ωB97M-V/def2-TZVPD

Calculated values
net charge	0
relative energy (zero: lowest compared OMol25 entry of this formula, charge and spin)	95.5	kcal per mole
E_LUMO	0.0057	Eh
SMILES	C=Nc1ccc[nH]1.O=C=CO
Kohn-Sham gap	8.282	eV

Last columns: bonded neighbours and bond lengths (Å).
CARTESIAN COORDINATES (ANGSTROEM)
1 C -0.398 -1.492 -2.278  C2 1.499, C3 1.340, H12 1.086
2 C 0.232 -0.144 -2.104  C1 1.499, C4 1.380, H13 1.085
3 C -0.905 -1.819 -1.081  C1 1.340, N8 1.385, H14 1.080
4 C -0.176 0.298 -0.862  C2 1.380, N8 1.395, N9 1.389
5 C 0.070 -0.259 2.898  C6 1.335, O10 1.365, H15 1.159
6 C 1.178 -0.735 2.324  C5 1.335, O11 1.179
7 C 0.483 2.553 -0.568  N9 1.270, H17 1.134, H18 1.175
8 N -0.753 -0.775 -0.183  C3 1.385, C4 1.395, H19 1.020
9 N -0.103 1.499 -0.168  C4 1.389, C7 1.270
10 O -0.842 0.628 2.405  C5 1.365, H16 1.028
11 O 2.079 -1.368 1.905  C6 1.179
12 H -0.144 -1.982 -3.213  C1 1.086
13 H 0.796 0.279 -2.929  C2 1.085
14 H -1.396 -2.777 -0.999  C3 1.080
15 H 0.040 -0.355 4.053  C5 1.159
16 H -0.524 0.903 1.467  O10 1.028
17 H 1.152 2.650 -1.479  C7 1.134
18 H 0.361 3.535 0.066  C7 1.175
19 H -1.151 -0.640 0.746  N8 1.020

***

Record 3
C30H51BrClF9N2O10PS3 | ωB97M-V/def2-TZVPD

Calculated values
net charge	+1
E_LUMO	-0.1688	Eh
Kohn-Sham gap	5.652	eV

Last columns: bonded neighbours and bond lengths (Å).
CARTESIAN COORDINATES (ANGSTROEM)
1 C -5.168 1.654 -0.330  C2 1.541, H52 1.091, H53 1.093, H54 1.088
2 C -4.752 0.735 -1.496  C1 1.541, C3 1.547, C4 1.542, H55 1.092
3 C -3.972 1.489 -2.599  C2 1.547, H56 1.089, H57 1.091, H58 1.090
4 C -4.017 -0.541 -1.040  C2 1.542, C5 1.528, C6 1.528, H59 1.096
5 C -4.976 -1.557 -0.420  C4 1.528, H60 1.093, H61 1.089, H62 1.092
6 C -2.857 -0.275 -0.082  C4 1.528, O7 1.453, H63 1.094, H64 1.090
7 O -1.626 0.021 -0.794  C6 1.453, C8 1.359
8 C -0.629 -0.901 -0.847  O7 1.359, P9 1.940, C12 1.539, N44 1.539
9 P -1.283 -2.719 -1.018  C8 1.940, O10 1.637, Br11 2.221
10 O 0.128 -3.348 -1.560  P9 1.637, H65 0.967
11 Br -1.240 -3.528 1.049  P9 2.221
12 C 0.237 -0.553 -2.072  C8 1.539, C13 1.525, C25 1.524, H66 1.097
13 C -0.332 -0.917 -3.439  C12 1.525, C14 1.537, H67 1.092, H68 1.094
14 C 0.258 -0.105 -4.603  C13 1.537, C15 1.536, H69 1.091, H70 1.092
15 C 1.594 -0.653 -5.127  C14 1.536, S16 1.810, H71 1.086, H72 1.093
16 S 1.553 -0.811 -6.930  C15 1.810, C17 1.795
17 C 3.285 -0.644 -7.370  S16 1.795, S18 1.615, N19 1.413
18 S 4.296 0.344 -6.590  C17 1.615
19 N 3.695 -1.391 -8.497  C17 1.413, C20 1.480, C24 1.467
20 C 3.104 -0.909 -9.765  N19 1.480, C21 1.517, H73 1.094, H74 1.095
21 C 2.422 -2.040 -10.513  C20 1.517, O22 1.417, H75 1.088, H76 1.096
22 O 1.527 -2.696 -9.633  C21 1.417, C23 1.417
23 C 2.243 -3.476 -8.691  O22 1.417, C24 1.543, H77 1.088, H78 1.099
24 C 3.600 -2.845 -8.319  N19 1.467, C23 1.543, H79 1.091, H80 1.090
25 C 1.675 -0.888 -1.692  C12 1.524, Cl26 1.786, C27 1.510, H81 1.086
26 Cl 2.773 0.439 -2.164  C25 1.786
27 C 1.610 -0.832 -0.185  C25 1.510, S28 1.856, N44 1.279
28 S 3.260 -0.878 0.665  C27 1.856, O29 1.412, O30 1.421, C31 1.887
29 O 3.563 0.410 1.158  S28 1.412
30 O 4.097 -1.557 -0.262  S28 1.421
31 C 3.061 -2.066 2.117  S28 1.887, F32 1.322, F33 1.338, C34 1.556
32 F 3.251 -1.345 3.209  C31 1.322
33 F 1.833 -2.597 2.142  C31 1.338
34 C 4.092 -3.231 2.091  C31 1.556, F35 1.348, F36 1.327, C37 1.577
35 F 4.005 -3.799 3.311  C34 1.348
36 F 5.311 -2.725 1.957  C34 1.327
37 C 3.802 -4.350 1.019  C34 1.577, F38 1.350, F39 1.327, C40 1.558
38 F 2.917 -3.913 0.098  C37 1.350
39 F 4.943 -4.651 0.413  C37 1.327
40 C 3.222 -5.675 1.600  C37 1.558, F41 1.338, F42 1.340, F43 1.330
41 F 2.851 -6.446 0.570  C40 1.338
42 F 2.144 -5.431 2.358  C40 1.340
43 F 4.144 -6.314 2.315  C40 1.330
44 N 0.418 -0.724 0.266  C8 1.539, C27 1.279, C45 1.482
45 C 0.012 -0.471 1.668  N44 1.482, O46 1.375, H82 1.085, H83 1.092
46 O 0.904 0.447 2.172  C45 1.375, C47 1.443
47 C 0.304 1.350 3.125  O46 1.443, O48 1.367, H84 1.098, H85 1.095
48 O 1.296 2.189 3.548  C47 1.367, C49 1.428
49 C 1.473 2.240 4.964  O48 1.428, C50 1.510, H86 1.090, H87 1.094
50 C 2.330 1.122 5.508  C49 1.510, O51 1.429, H88 1.092, H89 1.093
51 O 1.605 -0.097 5.676  C50 1.429, H90 0.960
52 H -4.534 2.541 -0.280  C1 1.091
53 H -5.083 1.162 0.642  C1 1.093
54 H -6.202 1.980 -0.427  C1 1.088
55 H -5.679 0.387 -1.957  C2 1.092
56 H -3.913 2.557 -2.391  C3 1.089
57 H -4.480 1.395 -3.560  C3 1.091
58 H -2.966 1.093 -2.732  C3 1.090
59 H -3.576 -0.996 -1.935  C4 1.096
60 H -4.464 -2.485 -0.156  C5 1.093
61 H -5.771 -1.804 -1.122  C5 1.089
62 H -5.446 -1.156 0.482  C5 1.092
63 H -2.708 -1.127 0.589  C6 1.094
64 H -3.046 0.592 0.551  C6 1.090
65 H -0.044 -3.945 -2.301  O10 0.967
66 H 0.216 0.544 -2.045  C12 1.097
67 H -0.206 -1.975 -3.678  C13 1.092
68 H -1.406 -0.715 -3.391  C13 1.094
69 H -0.493 -0.103 -5.393  C14 1.091
70 H 0.375 0.934 -4.288  C14 1.092
71 H 2.411 0.027 -4.904  C15 1.086
72 H 1.832 -1.628 -4.695  C15 1.093
73 H 3.852 -0.412 -10.389  C20 1.094
74 H 2.335 -0.161 -9.548  C20 1.095
75 H 1.833 -1.628 -11.330  C21 1.088
76 H 3.140 -2.762 -10.920  C21 1.096
77 H 1.603 -3.618 -7.822  C23 1.088
78 H 2.440 -4.469 -9.121  C23 1.099
79 H 3.845 -3.069 -7.280  C24 1.091
80 H 4.391 -3.302 -8.914  C24 1.090
81 H 2.067 -1.841 -2.035  C25 1.086
82 H 0.018 -1.412 2.208  C45 1.085
83 H -1.014 -0.098 1.633  C45 1.092
84 H -0.481 1.910 2.599  C47 1.098
85 H -0.122 0.768 3.949  C47 1.095
86 H 1.984 3.179 5.179  C49 1.090
87 H 0.509 2.283 5.480  C49 1.094
88 H 2.693 1.426 6.492  C50 1.092
89 H 3.203 0.970 4.868  C50 1.093
90 H 1.871 -0.710 4.987  O51 0.960
91 C 0.155 5.926 6.032  C92 1.516, H94 1.091, H95 1.091, H96 1.092
92 C -1.016 5.220 5.376  C91 1.516, O93 1.423, H97 1.092, H98 1.095
93 O -1.561 4.207 6.213  C92 1.423, H99 0.969
94 H 0.926 5.200 6.295  C91 1.091
95 H 0.588 6.675 5.367  C91 1.091
96 H -0.152 6.425 6.953  C91 1.092
97 H -0.697 4.714 4.463  C92 1.092
98 H -1.794 5.942 5.106  C92 1.095
99 H -1.864 4.629 7.031  O93 0.969
100 C -5.145 4.643 9.987  C101 1.515, H103 1.090, H104 1.090, H105 1.092
101 C -4.599 4.915 8.600  C100 1.515, O102 1.430, H106 1.089, H107 1.094
102 O -3.172 4.829 8.561  C101 1.430, H108 0.964
103 H -4.724 5.345 10.706  C100 1.090
104 H -6.231 4.739 10.000  C100 1.090
105 H -4.890 3.633 10.313  C100 1.092
106 H -4.840 5.927 8.281  C101 1.089
107 H -5.030 4.219 7.873  C101 1.094
108 H -2.924 3.940 8.839  O102 0.964